{
  "formula": "C7H17N2",
  "method": "ωB97M-V/def2-TZVPD",
  "multiplicity": 1,
  "total_energy_ha": -386.0826,
  "e_above_lowest_kcal_mol": 62.4,
  "e_homo_ev": -13.870,
  "charge": 1,
  "species": ["C", "C", "C", "C", "C", "C", "C", "N", "N", "H", "H", "H", "H", "H", "H", "H", "H", "H", "H", "H", "H", "H", "H", "H", "H", "H"],
  "xyz": [[-0.47084, 1.89016, -0.10812], [-1.26690, 0.66761, -0.38750], [-2.93472, -1.12429, -0.13219], [2.39296, -0.06765, 1.31225], [1.38108, -1.46306, -0.65595], [-2.63086, 0.31458, 0.20356], [1.71007, -0.15159, -0.03709], [2.13939, 0.59801, -1.06071], [-0.15650, 0.61377, 0.57464], [0.35571, 2.23038, -0.77208], [-0.91592, 2.62239, 0.56294], [-1.24213, 0.32552, -1.42829], [-2.38834, -1.60811, 0.71590], [-2.58006, -1.37210, -1.05488], [-4.05317, -1.47989, -0.10107], [3.57047, -0.03984, 1.17509], [2.25115, 0.81596, 1.81111], [2.23848, -0.85744, 1.86003], [0.95456, -2.09062, 0.10664], [2.28295, -2.02190, -0.79548], [0.74107, -1.46364, -1.61816], [-2.73679, 0.52730, 1.36616], [-3.30439, 0.93443, -0.36393], [2.14995, 0.20054, -1.95410], [2.76563, 1.37268, -0.78943], [-0.25289, 0.62680, 1.57066]],
  "forces_ev_per_angstrom": [[0.1, 0.1, 1.0], [-0.9, 0.4, 1.2], [-2.1, -0.7, 4.1], [3.8, 2.3, -4.7], [-1.9, -1.3, 0.5], [-0.5, 1.5, 0.7], [0.2, -0.2, -1.4], [0.8, 2.6, 3.2], [2.6, -0.4, -2.7], [-1.0, -0.3, 0.3], [0.2, 0.1, -0.3], [1.0, -0.6, 0.5], [-0.5, -0.8, -1.1], [1.2, -0.9, -2.4], [2.1, 1.1, 0.2], [-2.2, -0.3, -0.2], [-0.9, 2.2, 1.3], [-1.3, -4.2, 3.1], [-1.0, -0.3, 0.1], [1.0, 0.1, -0.6], [1.1, 0.2, 1.7], [0.3, -0.2, -2.5], [-0.7, 0.6, 0.2], [0.1, -0.1, -1.4], [-0.5, -0.5, -1.0], [-0.9, -0.3, 0.4]],
  "lowdin_charge": [-0.054, -0.270, -0.106, 0.015, -0.033, -0.226, -0.383, 0.152, 0.042, 0.114, 0.125, 0.153, 0.089, 0.026, 0.128, 0.161, 0.061, 0.029, 0.086, 0.097, 0.136, 0.163, 0.104, 0.105, 0.152, 0.135]
}


{
  "formula": "C7H17N2",
  "method": "ωB97M-V/def2-TZVPD",
  "multiplicity": 3,
  "s_squared": 2.010,
  "total_energy_ha": -385.9417,
  "e_above_lowest_kcal_mol": 36.3,
  "e_homo_ev": [-11.095, -14.504],
  "charge": 1,
  "species": ["C", "C", "C", "C", "C", "C", "C", "N", "N", "H", "H", "H", "H", "H", "H", "H", "H", "H", "H", "H", "H", "H", "H", "H", "H", "H"],
  "xyz": [[0.48608, 0.25318, -0.44418], [-1.55410, 1.74282, -0.45530], [-1.22447, -0.06769, -2.06274], [-1.71363, -0.62201, 0.34836], [2.21214, 0.48345, 1.78172], [1.10234, -1.66018, 1.49152], [-0.95488, 0.32459, -0.60595], [0.97374, -0.19959, 1.46951], [1.35011, 0.19457, -1.39054], [-2.63655, 1.59764, -0.64167], [-1.22597, 2.50621, -1.14710], [-1.46806, 2.10458, 0.49661], [-2.29460, -0.01165, -2.34186], [-0.83651, 0.71301, -2.75989], [-0.75112, -1.01376, -2.24564], [-1.25849, -0.64167, 1.32939], [-2.69769, -0.12757, 0.26540], [-1.74911, -1.62101, 0.06520], [2.89338, -0.16484, 1.33355], [2.37927, 1.56028, 1.55088], [2.27463, 0.59217, 2.81325], [2.14941, -2.11869, 1.44290], [0.82901, -2.00452, 2.56529], [0.47891, -2.15267, 0.65010], [0.95556, 0.28306, -2.41084], [2.28059, 0.05030, -1.09797]],
  "forces_ev_per_angstrom": [[-0.4, 2.2, -0.5], [-0.9, -1.0, -1.6], [-0.8, 1.1, -0.8], [-0.2, 2.4, -0.1], [-1.8, 1.5, 0.0], [-0.5, -1.1, 1.3], [-0.7, -0.1, -1.6], [2.2, -1.8, -0.3], [-2.7, -0.1, -1.3], [0.5, 0.2, 0.0], [0.5, -0.1, -0.3], [0.3, 1.0, 2.6], [0.4, -0.7, 0.5], [0.2, -0.5, 0.4], [-0.3, -0.6, -0.6], [-0.5, 0.6, 0.4], [0.1, -1.1, 0.9], [-0.2, -1.7, -1.1], [2.0, -0.6, -0.2], [-0.9, -0.7, -1.1], [0.8, -0.7, 2.3], [-1.0, 1.2, -0.2], [-0.2, 0.2, -1.8], [0.7, 0.8, 1.7], [1.6, -0.6, 1.9], [1.5, 0.2, -0.6]],
  "mulliken_spin": [0.622, 0.022, 0.060, 0.017, 0.005, 0.020, 0.045, 1.078, -0.037, -0.001, -0.001, -0.001, 0.002, -0.002, 0.002, -0.005, -0.002, -0.001, 0.029, 0.005, 0.025, 0.026, 0.043, 0.012, 0.043, -0.005]
}